Formula: C2H7NS3
Source: the OMol25 dataset
Level of theory: wB97M-V/def2-TZVPD

Output
largest force on an atom	4.23	eV/A
total charge	0
calculated total energy	-1329.64469	a.u.
SMILES string	C=NC.SSS
LUMO level	0.1	eV

Geometry (Å):
C  0.804  -0.151  -1.407
C  1.490  -0.090  0.922
N  1.150  -0.699  -0.114
S  -2.400  1.500  -0.075
S  -3.201  -1.701  0.037
S  -4.035  0.256  -0.064
H  1.009  -1.091  -1.944
H  -0.213  -0.016  -1.344
H  1.322  0.698  -1.635
H  -3.669  -1.994  1.271
H  1.366  0.954  1.124
H  1.919  -0.628  1.653
H  -2.383  1.960  1.166



Formula: C5H8O
Source: the OMol25 dataset
Level of theory: wB97M-V/def2-TZVPD

Output
largest force on an atom	0.65	eV/A
total charge	0
calculated total energy	-270.38767	a.u.
LUMO level	1.0	eV

Geometry (Å):
C  1.063  -1.330  0.401
C  -0.349  -0.903  0.048
O  -1.097  -0.273  1.147
C  -1.588  0.748  0.331
C  0.084  1.559  -0.303
C  -0.602  0.339  -0.810
H  1.055  -2.143  1.138
H  1.654  -0.504  0.811
H  1.565  -1.694  -0.507
H  -0.922  -1.769  -0.313
H  -0.958  1.881  0.553
H  0.072  2.424  -0.970
H  0.959  1.461  0.341
H  -0.859  0.273  -1.868